Below is C2H5LiO2Tb as an isolated structure, with properties calculated with ωB97M-V/def2-TZVPD.

Positions of all 11 atoms, in Å:
O -1.292174 -0.311497 1.450186
C -0.473292 -1.111411 0.761065
C -0.049867 -1.015576 -0.501845
Li -2.271772 -1.127614 2.768667
Tb -1.758027 1.845018 0.983478
H 0.603625 -1.902539 -0.699093
H 0.123821 -1.881336 1.321659
H -0.475171 -0.268732 -1.176075
H 1.592266 1.333831 -1.171257
O 1.876466 2.227955 -1.404051
H 2.124126 2.211901 -2.332735

Forces on the atoms, in the same order (eV/Å):
-2.0 2.3 0.7
3.0 -1.6 -0.6
-0.6 -0.8 1.1
0.1 -0.7 0.2
0.8 -0.7 -0.3
-0.4 1.5 -0.9
-1.2 0.6 0.1
0.4 -0.5 -0.5
0.5 0.1 -0.4
-0.7 -0.1 0.6
0.1 -0.1 -0.1

Results
2S+1   8
<S²>   15.768
Relative energy (zero: lowest compared OMol25 entry of this formula, charge and spin)   0.000 eV
Gap between HOMO and LUMO (spin up / spin down)   8.27 / 7.08 eV
Net charge   +2
LUMO energy (spin up / spin down)   -8.5289 / -9.7324 eV

=====

Below is a 14-piece molecular cluster, C4H36N2O14 overall, with properties calculated with ωB97M-V/def2-TZVPD.

Positions of all 56 atoms, in Å:
N -2.547775 -0.524546 0.524655
C -1.749244 0.512439 1.205444
C -0.873799 1.116166 0.144038
N 0.474851 1.034673 0.215418
C 1.012811 0.906500 1.554539
C 2.432528 0.353072 1.736277
O -1.424557 1.721811 -0.789258
H -2.081097 -1.122612 -0.168353
H -3.358140 -0.174535 -0.028145
H -1.278599 0.123500 2.105839
H -2.515560 1.220308 1.547799
H 1.048121 1.563345 -0.433257
H 1.025291 1.898440 2.029904
H 0.330716 0.391644 2.226043
H 2.213514 -0.714506 1.595161
H 3.097732 0.673140 0.935046
H 2.863804 0.562940 2.710673
H 4.746727 0.278513 -1.407073
H 5.468153 -1.069371 -1.354393
O 5.015520 -0.469011 -1.963866
H 3.470751 -1.274870 -3.625554
H 4.246655 -0.656632 -4.817599
O 3.355413 -0.826348 -4.483179
H -1.518980 5.701190 1.715672
H -1.998623 4.269137 1.924298
O -1.374131 4.916287 2.259397
H -1.046403 0.173191 -3.230060
H -1.780067 -0.389799 -4.437780
O -1.583372 -0.613273 -3.528066
H 0.541581 -2.642713 1.951458
H 1.364087 -2.890038 3.361221
O 0.583819 -2.553677 2.944739
H -0.689301 3.664660 4.060127
H -0.598830 2.164760 4.421888
O -1.175601 2.849382 4.036794
H -0.374530 1.508684 -2.287679
H 0.940669 1.362433 -3.064097
O -0.053195 1.476413 -3.231439
H -3.518394 -2.798947 0.732550
H -3.101277 -4.192008 0.283366
O -3.359830 -3.337125 -0.033285
H 0.329651 -2.834775 -0.457539
H 0.544124 -4.148210 0.309406
O 0.625708 -3.191920 0.404345
H -3.708206 0.413322 -2.311725
H -3.277723 1.150142 -1.173361
O -4.130347 0.828254 -1.532133
H -0.573528 -2.689043 -2.910410
H -0.862839 -1.652665 -1.789417
O -0.308165 -2.414635 -2.018440
H 2.649424 1.751700 -3.275885
H 2.790155 0.154952 -3.043835
O 2.445989 1.003899 -2.698763
H -1.453538 -0.334099 4.784553
H -0.607862 -1.588574 4.093450
O -0.694278 -0.640966 4.280490

Forces on the atoms, in the same order (eV/Å):
1.1 1.4 -1.6
-2.7 -1.2 0.5
1.8 1.9 -2.3
-1.1 -0.8 1.5
1.4 1.7 2.3
-1.4 -1.3 -1.4
-0.3 -1.0 0.8
0.3 -0.7 0.9
-1.0 -0.2 0.7
0.2 -0.4 0.0
0.6 0.2 -0.1
-0.4 -0.1 -0.3
-0.2 0.2 -0.4
0.4 -0.5 -0.3
1.1 -0.1 0.3
0.1 0.2 0.1
-0.2 0.0 0.0
0.1 -0.2 -0.3
0.0 0.1 -0.2
-0.1 0.0 0.5
0.5 -0.2 -0.7
-0.1 -0.1 0.3
-0.1 -0.3 0.4
0.1 -0.1 0.1
-0.1 -0.1 0.1
0.1 0.3 -0.3
0.0 -0.6 -0.9
-0.1 0.0 -0.3
-0.3 0.4 0.7
0.7 -0.5 1.1
0.7 -0.4 -0.3
-1.5 0.7 -0.5
0.3 0.7 -0.1
-0.3 0.5 -0.1
-0.1 -1.5 0.1
0.1 0.7 -1.3
-1.4 -0.4 -0.5
0.7 0.2 2.0
-0.3 0.0 0.7
0.2 -0.7 0.3
0.1 0.8 -0.9
0.2 -0.3 0.0
0.0 0.1 0.1
-0.1 0.1 -0.3
-0.8 -0.2 -0.2
-0.4 1.1 -0.1
1.7 -0.7 0.3
-0.1 0.4 0.3
0.2 -0.4 -1.0
0.0 0.0 0.6
0.7 -0.6 -0.2
0.0 1.1 -0.7
-0.1 0.4 1.1
-0.1 -0.9 0.1
-0.3 0.0 0.2
0.2 1.2 -0.5

Results
2S+1   2
<S²>   0.757
Relative energy (zero: lowest compared OMol25 entry of this formula, charge and spin)   1.640 eV
Gap between HOMO and LUMO (spin up / spin down)   10.63 / 5.39 eV
Net charge   +1
LUMO energy (spin up / spin down)   -3.0770 / -8.3045 eV

=====

Below is a 3-piece molecular cluster, C24H48N3O2 overall, with properties calculated with ωB97M-V/def2-TZVPD.

Positions of all 77 atoms, in Å:
C -0.697668 3.037210 1.122873
C -1.211899 1.855906 1.441357
C -1.630983 0.814074 0.426089
C -2.974528 0.235979 0.756537
C -4.206926 1.088748 0.771221
N -4.276558 2.102865 -0.273808
C -4.418740 3.464523 0.209512
H -0.366656 3.722416 1.890258
H -0.513547 3.344232 0.102658
H -1.314175 1.566574 2.485347
H -0.892779 0.006366 0.414801
H -1.595711 1.263440 -0.570624
H -2.939065 -0.419357 1.628269
H -4.275126 1.573671 1.759087
H -5.082760 0.427889 0.704382
H -3.476069 2.029568 -0.884034
H -4.362059 4.155425 -0.632092
H -3.656069 3.751020 0.944207
H -5.401879 3.590408 0.669660
C -1.342933 -5.945432 1.711978
C -2.188020 -6.269616 0.462085
C -1.323169 -6.713463 -0.731332
C -0.576433 -5.584709 -1.433003
C -1.537199 -4.467852 -1.826818
C -2.321503 -3.920425 -0.629971
N -3.010516 -5.086623 0.033883
O -4.132317 -5.397446 -0.499208
C -1.380860 -3.165349 0.312111
C -3.391105 -2.937318 -1.086907
C -3.139314 -7.406745 0.825257
H -1.348987 -4.891990 1.963984
H -1.744932 -6.474740 2.576063
H -0.304932 -6.255681 1.583330
H -1.978627 -7.202462 -1.458658
H -0.624893 -7.473862 -0.370993
H 0.227433 -5.198911 -0.800420
H -0.095111 -5.982011 -2.329045
H -1.001544 -3.636340 -2.291377
H -2.250307 -4.848264 -2.565032
H -1.906320 -2.849411 1.214405
H -1.040839 -2.267876 -0.204384
H -0.496489 -3.728262 0.599039
H -4.043276 -3.364463 -1.843872
H -2.897698 -2.056979 -1.501752
H -4.002689 -2.611794 -0.245553
H -3.850388 -7.084040 1.585719
H -2.540968 -8.226474 1.230422
H -3.697324 -7.763851 -0.035452
C 4.971317 2.943794 1.375980
C 3.755560 2.743885 0.434584
C 4.204538 2.232914 -0.950897
C 4.801446 3.314959 -1.844604
C 3.844377 4.500253 -1.922546
C 3.485746 5.040989 -0.530596
N 2.934030 3.981697 0.360112
O 1.678907 3.611436 -0.173683
C 4.715809 5.744442 0.065647
C 2.406728 6.114601 -0.672442
C 2.887857 1.649296 1.063195
H 5.110923 3.986511 1.639689
H 4.807823 2.407466 2.313505
H 5.901493 2.567647 0.939290
H 3.326763 1.818183 -1.454038
H 4.915915 1.410475 -0.811872
H 5.783823 3.629324 -1.472681
H 4.971122 2.907646 -2.846978
H 4.270498 5.308387 -2.529233
H 2.917530 4.176037 -2.403094
H 4.494687 6.078263 1.082072
H 4.952923 6.621408 -0.543909
H 5.607811 5.121042 0.093123
H 1.536243 5.703119 -1.173414
H 2.805475 6.965189 -1.239089
H 2.097856 6.459652 0.317306
H 2.468001 2.007551 2.005758
H 3.515259 0.769567 1.261568
H 2.064003 1.385702 0.407046

Forces on the atoms, in the same order (eV/Å):
-0.1 -0.2 0.1
0.0 0.1 0.0
0.0 -0.1 -0.2
0.2 0.5 0.7
0.0 -0.1 -0.3
-0.1 -0.1 -0.1
0.0 0.0 0.0
0.1 0.1 0.0
0.0 0.0 0.0
0.0 0.0 0.0
0.0 0.0 0.0
0.0 0.0 0.0
-0.1 -0.3 -0.3
0.0 0.0 0.0
0.0 0.0 0.1
0.0 0.1 0.1
0.0 0.0 0.0
0.0 0.0 0.0
0.0 0.0 0.0
0.0 0.1 0.0
0.0 0.0 0.1
0.0 -0.1 0.0
0.0 0.0 0.0
0.0 0.0 -0.1
0.0 0.1 0.2
0.1 -0.2 -0.4
0.0 0.1 0.2
0.0 0.0 0.0
0.0 0.0 -0.1
0.0 0.0 0.0
0.0 0.0 0.0
0.0 0.0 0.0
0.0 0.0 0.0
0.0 0.0 0.0
0.0 0.0 0.0
0.0 0.0 0.0
0.0 0.0 0.0
0.0 0.0 0.0
0.0 0.0 0.0
0.0 0.0 0.0
0.0 0.0 0.0
0.0 0.0 0.0
0.0 -0.1 0.0
0.0 0.0 0.0
0.0 0.0 0.0
0.0 0.0 0.0
0.0 0.0 0.0
0.0 0.0 0.0
0.0 0.1 0.0
0.1 0.0 0.0
-0.1 0.0 -0.1
0.0 0.0 0.0
0.0 0.0 -0.1
0.1 0.0 0.0
-0.2 -0.1 -0.1
0.0 0.0 -0.1
0.0 0.0 0.0
0.1 0.0 0.0
0.1 0.0 0.0
0.0 0.0 0.0
0.0 0.0 0.0
0.0 0.0 0.0
0.0 0.1 0.0
0.0 0.0 0.0
0.0 0.0 0.0
0.0 0.0 0.0
0.0 0.0 0.0
0.0 0.0 0.1
0.0 0.0 0.0
0.0 0.0 0.0
0.0 0.0 0.0
0.0 0.0 0.0
0.0 0.0 0.0
0.0 0.0 0.0
0.0 0.0 0.0
0.0 0.0 0.0
0.0 0.0 0.0

Results
2S+1   3
<S²>   2.008
Gap between HOMO and LUMO (spin up / spin down)   4.33 / 4.28 eV
Net charge   -1
LUMO energy (spin up / spin down)   2.2932 / 2.2465 eV

=====

Result set for E_tot: -1061.01875; -1336.54124; -1257.80318 hartree, one per record in the order listed.